(1)
Entry from the OMol25 dataset: C21H48BF4N10Pt as an isolated structure (the ωB97M-V functional and the def2-TZVPD basis).

The geometry in XYZ format:
```
85
Properties=species:S:1:pos:R:3:forces:R:3:lowdin_charge:R:1
Pt 0.108834 0.038909 0.092765 -0.0451 0.1506 -0.0203 1.145
C -0.077174 -1.002912 -5.295116 0.0187 -0.0160 -0.0240 -0.053
N 0.428539 -0.182874 -4.212550 -0.2538 -0.0376 0.0184 -0.184
C 1.175593 1.007942 -4.573988 0.0716 0.0591 -0.0065 -0.040
C 0.459177 -0.657731 -2.915936 0.2816 -0.1494 -0.0818 -0.375
N -0.084547 0.050820 -1.946706 -0.2753 0.3005 0.1095 -0.063
C -0.959544 1.175598 -2.360805 0.0565 0.0850 0.1471 -0.165
C -1.262520 2.125578 -1.197158 0.1023 0.0199 -0.0874 -0.158
N -1.618009 1.400163 0.035934 0.1679 -0.3228 0.0128 -0.259
C -1.500657 2.151046 1.304649 0.0670 0.0861 0.0039 -0.150
C -1.152674 1.183462 2.439985 -0.0769 -0.0127 -0.1436 -0.198
N 0.105709 0.520565 2.103807 -0.1735 0.0004 -0.0063 -0.101
C 1.088645 0.490528 2.990430 0.3176 0.0892 -0.0496 -0.388
N 2.368175 0.639909 2.587069 -0.0513 -0.1883 -0.1422 -0.127
C 2.634138 1.411649 1.374180 -0.3192 -0.1319 0.1679 -0.024
C 3.447116 -0.218455 3.066775 0.0169 0.0364 0.0795 -0.021
N 0.869302 0.375173 4.324538 0.0554 0.1188 0.0585 -0.130
C 1.766245 0.966848 5.309068 0.0188 -0.0266 -0.0268 -0.031
C -0.286705 -0.275584 4.903947 -0.1310 -0.0731 -0.0469 -0.042
C -2.901049 0.672203 -0.044869 -0.0651 -0.0913 0.0565 -0.134
C -2.790049 -0.766085 -0.562482 0.0897 0.1915 -0.0195 -0.212
N -1.731568 -1.472792 0.126251 -0.1908 -0.0233 0.1121 0.023
C -1.786058 -2.769768 0.176136 -0.1179 -0.1073 -0.2708 -0.419
N -2.610685 -3.521799 -0.634924 0.1042 0.0398 0.1238 -0.161
C -2.718653 -3.248742 -2.053372 0.0491 -0.0495 -0.0796 -0.053
C -3.326526 -4.684632 -0.147034 0.0008 -0.0587 0.0152 -0.048
N -1.014232 -3.457074 1.057598 -0.0153 -0.0821 0.1225 -0.145
C -0.364355 -2.750565 2.135034 -0.0151 0.0969 0.0367 -0.058
C -0.484317 -4.780252 0.768964 0.0280 0.0212 -0.0066 -0.046
N 1.042938 -1.851672 -2.725432 0.1336 -0.0800 0.0938 -0.082
C 1.033804 -2.530041 -1.438964 -0.0845 0.3850 -0.1464 -0.026
C 1.961972 -2.427403 -3.709386 -0.0058 0.0329 0.0215 -0.016
H -0.898720 -0.494074 -5.807045 0.0204 0.0059 0.0028 0.094
H -0.449661 -1.949646 -4.906317 -0.0235 0.0239 -0.0073 0.089
H 0.701122 -1.219412 -6.033017 -0.0196 -0.0116 -0.0128 0.091
H 1.875784 0.756886 -5.375829 0.0315 0.0248 0.0255 0.099
H 1.757365 1.348727 -3.718843 -0.0290 0.0273 -0.0048 0.094
H 0.531041 1.815974 -4.937632 -0.0127 -0.0421 -0.0024 0.089
H -1.883723 0.784608 -2.793860 -0.0302 0.0173 0.0170 0.118
H -0.497296 1.792027 -3.127887 -0.0088 0.0082 0.0064 0.098
H -2.053587 2.823510 -1.497343 -0.0461 -0.0466 0.0022 0.135
H -0.365961 2.704527 -0.970030 -0.0254 0.0058 -0.0259 0.126
H -2.426577 2.695417 1.515136 -0.0138 0.0005 0.0272 0.135
H -0.692170 2.873778 1.186189 -0.0095 -0.0085 0.0347 0.126
H -1.962503 0.454776 2.558925 0.0099 0.0106 0.0065 0.105
H -1.065104 1.731603 3.379630 -0.0294 0.0720 -0.0421 0.125
H 2.310651 2.442969 1.520325 0.0398 0.0264 -0.0524 0.104
H 2.090878 0.975043 0.532214 0.2696 0.2575 -0.1960 0.020
H 3.690548 1.371684 1.131643 0.0005 0.0070 0.0267 0.096
H 3.075220 -0.878080 3.847353 0.0014 -0.0192 -0.0030 0.090
H 4.268126 0.376582 3.469747 -0.0002 -0.0074 0.0006 0.100
H 3.818377 -0.817463 2.233931 0.0017 0.0098 0.0123 0.092
H 2.520803 1.569825 4.815774 -0.0023 0.0268 -0.0046 0.093
H 2.259274 0.195238 5.904260 0.0093 0.0104 -0.0038 0.097
H 1.186009 1.601799 5.981944 0.0108 -0.0099 0.0031 0.098
H -0.847208 -0.811474 4.145368 0.0274 0.0048 0.0015 0.063
H -0.950401 0.445711 5.388831 0.0085 -0.0161 0.0061 0.099
H 0.046666 -0.990437 5.659054 -0.0141 -0.0028 -0.0046 0.102
H -3.589469 1.241940 -0.677210 -0.0100 -0.0187 -0.0115 0.137
H -3.329604 0.649805 0.956218 0.0070 -0.0285 -0.0095 0.117
H -2.615783 -0.741961 -1.639561 -0.0432 0.0670 0.0548 0.078
H -3.757110 -1.256132 -0.411298 -0.0201 0.0570 0.0156 0.134
H -1.996901 -2.486304 -2.342136 0.0075 -0.0862 -0.0193 0.071
H -3.720942 -2.916050 -2.339608 0.0124 0.0064 0.0075 0.098
H -2.488076 -4.157769 -2.617477 -0.0254 0.0035 0.0137 0.100
H -3.193090 -4.776300 0.928016 -0.0318 0.0049 -0.0099 0.095
H -2.980588 -5.607773 -0.622494 -0.0124 0.0118 0.0027 0.091
H -4.393705 -4.575278 -0.354413 0.0067 -0.0018 -0.0054 0.096
H -1.004521 -1.927900 2.443035 0.0622 -0.0273 0.0139 0.056
H 0.604163 -2.331314 1.830887 -0.0224 -0.0307 0.0139 0.083
H -0.207027 -3.434606 2.969394 -0.0045 -0.0175 0.0045 0.101
H -0.777081 -5.100103 -0.226761 0.0100 -0.0062 0.0042 0.085
H -0.837419 -5.514707 1.495572 0.0122 -0.0080 -0.0070 0.098
H 0.607050 -4.748760 0.810856 -0.0004 -0.0190 -0.0050 0.098
H 0.109480 -3.083085 -1.288865 0.0042 -0.0193 0.0080 0.069
H 1.169657 -1.775341 -0.654034 0.0528 -0.3989 0.1377 0.035
H 1.887007 -3.199281 -1.389512 0.0018 -0.0186 0.0016 0.110
H 2.198241 -1.704890 -4.480236 0.0240 0.0068 -0.0007 0.089
H 1.526256 -3.320808 -4.161146 0.0225 -0.0058 -0.0197 0.100
H 2.890860 -2.673844 -3.202297 0.0018 -0.0224 -0.0293 0.090
F 4.746266 0.653117 -0.756751 0.0996 0.0477 0.0433 0.141
B 3.721640 -0.143566 -1.231385 -0.0398 0.0530 -0.0634 -1.270
F 2.623263 0.672274 -1.641621 -0.0059 0.0850 -0.0440 0.065
F 3.232241 -0.971586 -0.176218 -0.0608 -0.1595 0.1373 0.063
F 4.115471 -0.933885 -2.301286 0.0264 -0.1122 -0.0681 0.136
```
Forces are in eV/Å.

Energy relative to the best compared isomer or geometry (same formula, charge and spin) = 103.3 kJ/mol
Total charge = +1
LUMO (alpha / beta) = -0.1160 / -0.1188 Ha
HOMO (alpha / beta) = -10.60 / -10.58 eV
Frontier orbital gap (alpha / beta) = 7.447 / 7.346 eV

(2)
Entry from the OMol25 dataset: a 5-piece molecular cluster, C21H48BrNO15S6 overall (the ωB97M-V functional and the def2-TZVPD basis).

The geometry in XYZ format:
```
92
Properties=species:S:1:pos:R:3:forces:R:3:lowdin_charge:R:1
C -1.397824 0.991373 -0.844936 0.1214 0.2028 -0.7098 -0.066
C -0.335952 0.645129 -1.874822 -0.3369 -0.4119 0.4799 -0.252
N -0.630698 1.069068 -3.257531 0.1531 0.3036 0.0148 -0.195
C 0.413816 0.465798 -4.127674 -0.5158 -0.4430 -0.2664 -0.246
C -0.004578 -0.920949 -4.593270 0.1197 0.0026 0.0330 -0.071
C -0.573487 2.490939 -3.369615 0.2819 -0.0550 0.0796 -1.131
S 0.746928 3.361503 -2.984875 0.1331 0.3225 0.1006 0.721
S -1.926559 3.386916 -3.964206 -0.0904 -0.0344 -0.1659 0.947
C -3.222932 2.215045 -4.411408 -0.3010 -0.1195 0.2632 -0.452
C -3.839184 1.449961 -3.239076 -0.2282 0.0756 -0.8619 -0.228
C -5.346903 1.370303 -3.295051 -0.2095 -0.2784 0.5855 -0.136
O -5.833601 0.408033 -4.268494 0.3296 -0.2102 -0.1489 -0.047
C -5.754357 -0.854095 -3.820635 -0.4104 -0.4304 1.0995 -0.671
O -6.347060 -1.314596 -2.873335 0.8145 0.6639 -1.2221 0.145
O -4.840846 -1.641921 -4.473088 -0.5989 0.1114 -0.3188 -0.471
Br -4.653293 -1.308164 -6.269651 0.1790 0.0038 0.2040 0.857
H -1.357825 2.053702 -0.620390 -0.0845 0.1524 0.1476 0.078
H -1.243430 0.417663 0.058481 0.0553 -0.0157 0.0986 0.054
H -2.371076 0.759834 -1.247455 -0.3021 -0.2121 0.0605 0.052
H 0.628798 1.023093 -1.532975 0.0985 0.2039 -0.4094 0.065
H -0.249733 -0.436377 -1.906293 0.0270 -0.2509 -0.1483 0.124
H 1.354681 0.393604 -3.589668 0.3047 0.2573 0.0502 0.104
H 0.559862 1.092097 -4.997470 0.0006 0.2929 -0.1149 0.111
H 0.504007 -1.169042 -5.518416 0.1372 -0.0661 -0.1713 0.072
H -1.072436 -0.966020 -4.775054 -0.2140 0.0123 -0.0359 0.064
H 0.264402 -1.684485 -3.872785 -0.0825 -0.1751 0.1899 0.067
H -3.997138 2.845516 -4.840812 0.0202 0.3408 -0.1563 0.073
H -2.919981 1.543825 -5.203631 0.3149 -0.1060 -0.1228 0.071
H -3.594260 1.936448 -2.305247 0.1424 0.0188 0.2116 0.096
H -3.430221 0.447082 -3.270665 0.1767 -0.2184 0.4896 0.107
H -5.706941 1.056073 -2.319236 -0.2547 -0.0090 0.1185 0.129
H -5.808496 2.315499 -3.543213 -0.1175 0.1742 -0.1988 0.132
C 6.086028 -0.488176 -0.348683 -0.1426 -0.0844 -0.1975 -0.061
C 5.785621 0.935580 0.068895 0.1079 -0.3669 0.4128 -0.237
O 5.639925 1.833204 -1.055349 -0.0199 0.0563 -0.0817 -0.254
S 4.281634 1.763245 -1.876051 0.4349 0.3408 -0.1723 0.560
C 4.490518 3.254429 -2.783480 0.0346 0.0462 -0.0288 -0.124
O 3.189798 1.895101 -0.961499 0.0466 0.0290 -0.1960 -0.303
O 4.331551 0.653904 -2.778289 -0.2288 -0.0979 0.0160 -0.271
H 5.236550 -0.935624 -0.863397 -0.0262 0.0022 0.0132 0.072
H 6.308055 -1.093313 0.531060 0.0212 0.0751 0.0577 0.076
H 6.935305 -0.526248 -1.030711 0.0515 0.0430 0.0558 0.086
H 4.893383 0.984659 0.694595 -0.0207 0.0623 -0.0818 0.097
H 6.612105 1.339073 0.649688 0.0110 0.1658 -0.1218 0.125
H 4.485287 4.090697 -2.090567 -0.0075 0.0004 0.0208 0.079
H 3.653023 3.324218 -3.473817 -0.0423 -0.0475 0.0238 0.039
H 5.428522 3.201144 -3.329025 0.0141 -0.0278 0.0048 0.077
C -3.665231 -2.876577 3.866249 -0.2709 -0.0670 -0.1104 -0.065
C -3.295513 -2.145839 2.590436 0.1466 0.0676 0.4976 -0.259
O -3.932558 -2.701712 1.419668 -0.0232 -0.0856 -0.0013 -0.262
S -5.469765 -2.390480 1.163642 0.4291 -0.1363 -0.2853 0.568
C -5.485461 -2.894002 -0.517316 -0.0172 -0.1584 0.0663 -0.128
O -5.670817 -0.973337 1.243582 -0.1035 0.0888 0.1710 -0.284
O -6.273607 -3.271905 1.951526 -0.1401 0.0771 0.0797 -0.274
H -4.716018 -2.735749 4.116849 -0.0052 0.0188 0.0038 0.072
H -3.062733 -2.502061 4.694034 0.0635 0.0228 -0.0442 0.081
H -3.495557 -3.947656 3.757480 0.0704 -0.0036 0.0172 0.083
H -3.523402 -1.083641 2.657593 -0.0882 0.0054 -0.1044 0.097
H -2.230678 -2.232463 2.403098 -0.0035 -0.0165 -0.1990 0.107
H -4.841155 -2.223893 -1.073011 0.0053 0.0148 -0.0450 0.060
H -6.504570 -2.825952 -0.882388 -0.0425 0.0713 0.0255 0.070
H -5.130416 -3.919349 -0.576988 0.0038 -0.0109 0.0505 0.080
C 1.731572 0.709919 1.014446 -0.3252 -0.3679 0.3183 -0.074
C 1.280170 2.024169 1.619791 0.7487 -0.1588 -0.0821 -0.210
O -0.158420 2.174598 1.620964 -0.2758 0.0013 0.3059 -0.275
S -0.990708 1.376567 2.713186 0.1795 0.7068 -0.3479 0.567
C -2.520379 2.213889 2.482907 -0.0381 0.0120 0.0073 -0.104
O -0.462193 1.672679 4.008188 0.0244 -0.2013 0.1552 -0.266
O -1.137506 0.016963 2.292567 0.0314 -0.2798 0.2187 -0.289
H 1.435652 -0.135027 1.634803 0.0023 0.0341 0.1300 0.074
H 2.816930 0.697838 0.916154 -0.2775 0.0128 0.0987 0.049
H 1.286097 0.569703 0.030062 0.2714 0.0454 0.2640 0.048
H 1.660550 2.150811 2.634355 -0.1457 -0.0422 0.0662 0.118
H 1.650422 2.856573 1.025567 -0.1798 0.0444 -0.0801 0.119
H -2.396897 3.253900 2.769761 0.0258 0.0090 0.0038 0.078
H -3.252745 1.725396 3.121938 0.0127 -0.0333 0.0193 0.078
H -2.813655 2.124515 1.440646 0.0050 -0.0358 -0.0257 0.065
C 4.435424 -0.247196 6.160697 -0.0826 0.0182 -0.2247 -0.070
C 4.816854 -1.708982 6.039031 0.2710 0.3286 0.3727 -0.248
O 4.021837 -2.411202 5.058567 -0.0403 -0.0595 -0.1132 -0.260
S 4.362611 -2.176017 3.525144 -0.3480 -0.3697 0.2420 0.559
C 3.411221 -3.505625 2.877200 -0.0376 -0.0438 0.0206 -0.115
O 5.754196 -2.434765 3.315373 0.1761 0.2033 -0.0922 -0.277
O 3.787221 -0.938707 3.097980 0.1729 0.1743 -0.1556 -0.278
H 4.685338 0.304926 5.256055 0.0219 -0.0024 0.0017 0.069
H 4.967855 0.206966 6.996264 0.0088 -0.0607 0.0425 0.082
H 3.363137 -0.143776 6.324070 0.0001 -0.0065 0.0616 0.087
H 5.875476 -1.828843 5.804734 -0.0367 -0.0521 -0.1396 0.114
H 4.629799 -2.225797 6.977596 -0.1180 -0.1416 -0.0913 0.121
H 3.830902 -4.442695 3.230712 0.0182 0.0006 0.0130 0.076
H 3.474282 -3.442560 1.793352 0.0305 0.0432 -0.0125 0.077
H 2.381453 -3.388353 3.202559 -0.0165 0.0337 0.0014 0.077
```
Forces are in eV/Å.

Energy relative to the best compared isomer or geometry (same formula, charge and spin) = 0.0 kJ/mol
LUMO = -0.0426 Ha
HOMO = -8.69 eV
SMILES string = CCN(CC)C(=S)SCCCOC(=O)OBr.CCOS(C)(=O)=O.CCOS(C)(=O)=O.CCOS(C)(=O)=O.CCOS(C)(=O)=O
Frontier orbital gap = 7.530 eV